# 1
Here is a single C27H38Cl2F2I2N2O7P2 molecule in a non-equilibrium geometry from the OMol25 dataset. Energies are from ωB97M-V/def2-TZVPD.

E_HOMO: -8.00 eV
E_LUMO: -0.0309 Ha
Orbital gap: 7.2 eV
Maximum force: 10.42 eV Å⁻¹
Electronic energy: -4085.2135 a.u.

Each line ends with the Löwdin charge.
Geometry (Å):
C1 2.284 6.048 2.180  -0.23
C2 1.009 5.002 1.890  -0.75
I1 -0.954 5.718 2.441  0.89
C3 1.248 3.664 1.326  -0.62
I2 3.405 3.239 0.901  0.85
C4 0.083 2.485 1.033  -0.58
C5 -1.072 3.039 0.054  -0.16
C6 -2.623 2.934 0.551  -0.22
C7 -3.547 3.562 -0.696  -0.15
C8 -3.777 2.510 -1.931  -0.20
O1 -5.169 1.959 -1.929  -0.12
C9 -5.332 1.322 -3.271  -0.14
O2 -6.071 0.208 -3.432  -0.05
O3 0.899 1.469 0.422  -0.26
C10 0.434 0.356 -0.264  -0.39
C11 0.661 0.633 -1.912  -0.13
C12 1.774 1.797 -2.213  -0.24
C13 2.133 1.671 -3.841  -0.55
Cl1 2.161 3.334 -4.689  0.42
C14 1.610 -0.825 -0.014  -0.10
O4 1.285 -2.116 -0.608  -0.17
C15 2.460 -2.961 -0.862  -0.59
N1 3.643 -2.728 0.046  0.06
N2 1.940 -4.412 -0.753  0.05
C16 0.439 -4.435 -1.105  -0.14
O5 -0.526 -4.708 -0.183  0.04
F1 -0.081 -4.182 -2.492  -0.01
C17 2.130 -4.970 0.634  -0.18
O6 1.764 -4.414 1.790  0.07
F2 2.862 -6.282 0.741  -0.01
P1 3.047 -2.835 -2.718  0.93
C18 4.936 -2.460 -2.807  -0.36
C19 2.919 -4.607 -3.518  -0.32
C20 -1.005 -0.321 -0.142  -0.11
C21 -1.496 -1.043 1.214  -0.15
C22 -3.115 -0.858 1.609  -0.03
C23 -3.768 -1.504 3.003  -0.04
C24 -2.876 -2.373 4.083  -0.20
C25 -3.545 -2.953 5.464  -0.13
C26 -1.284 -2.606 3.686  0.00
C27 -0.655 -1.946 2.283  -0.01
P2 -0.377 1.792 2.739  0.77
O7 -1.681 2.572 3.555  -0.44
Cl2 1.338 2.287 3.978  0.19
H1 2.895 5.513 3.055  0.08
H2 1.859 7.045 2.682  0.07
H3 2.933 6.253 1.230  0.06
H4 -1.086 2.562 -1.043  0.12
H5 -0.829 4.187 -0.172  0.11
H6 -2.909 3.572 1.487  0.06
H7 -3.030 1.852 0.729  0.09
H8 -4.600 3.807 -0.242  0.12
H9 -3.067 4.567 -1.115  0.13
H10 -2.974 1.660 -1.889  0.11
H11 -3.703 3.128 -2.950  0.13
H12 -4.790 1.730 -4.238  0.16
H13 0.975 -0.337 -2.485  0.10
H14 -0.362 0.990 -2.414  0.12
H15 1.363 2.882 -1.979  0.11
H16 2.775 1.594 -1.640  0.06
H17 1.352 1.001 -4.423  0.09
H18 3.190 1.185 -4.023  0.08
H19 1.935 -0.873 1.118  0.15
H20 2.560 -0.404 -0.603  0.13
H21 4.381 -3.489 -0.057  0.12
H22 4.180 -1.852 -0.199  0.08
H23 5.212 -1.533 -2.147  0.03
H24 5.594 -3.362 -2.389  0.06
H25 5.296 -2.192 -3.911  0.07
H26 3.709 -4.592 -4.413  0.06
H27 3.293 -5.456 -2.791  0.05
H28 1.880 -4.811 -4.012  0.04
H29 -1.086 -1.150 -1.004  0.16
H30 -1.859 0.452 -0.461  0.10
H31 -3.858 -0.230 0.945  0.08
H32 -4.908 -1.339 3.272  0.09
H33 -4.277 -3.846 5.255  0.08
H34 -2.653 -3.240 6.201  0.09
H35 -4.112 -2.047 5.979  0.08
H36 -0.571 -3.221 4.410  0.10
H37 0.470 -2.170 2.086  0.06
H38 -2.485 1.972 3.532  0.07



# 2
Here is a molecular structure, C27H38F6IrN6O6S2 from the OMol25 dataset. Energies are from ωB97M-V/def2-TZVPD.

E_HOMO (alpha / beta): -11.38 / -12.10 eV
E_LUMO (alpha / beta): -0.0925 / -0.1804 Ha
Orbital gap (alpha / beta): 8.9 / 7.2 eV
Relative energy (zero: lowest compared OMol25 entry of this formula, charge and spin): 3.4 kcal per mole
Maximum force: 0.30 eV Å⁻¹
Multiplicity: 5
Electronic energy: -3331.1965 a.u.
Net charge: +1

Each line ends with the Mulliken spin population.
Geometry (Å):
Ir1 -0.904 -0.190 0.379  2.23
O1 -2.386 1.700 1.226  0.07
C1 -2.749 1.875 2.596  0.01
C2 -3.780 0.864 3.065  -0.01
C3 -3.382 -0.587 2.751  0.06
C4 -2.020 -0.927 3.279  0.00
C5 -1.890 -1.358 4.597  0.00
C6 -0.650 -1.635 5.131  0.01
C7 0.466 -1.478 4.320  -0.01
C8 0.280 -1.060 3.024  -0.02
N1 -0.930 -0.780 2.499  0.07
H1 -3.177 1.752 0.658  0.00
H2 -3.119 2.892 2.746  0.00
H3 -1.822 1.774 3.164  0.00
H4 -4.744 1.067 2.594  0.00
H5 -3.916 0.995 4.142  0.00
H6 -3.416 -0.757 1.681  -0.01
H7 -4.107 -1.259 3.210  0.00
H8 -2.788 -1.474 5.190  0.00
H9 -0.551 -1.971 6.154  0.00
H10 1.466 -1.681 4.677  0.00
H11 1.120 -0.945 2.357  0.04
F1 -2.728 -1.614 -4.999  0.00
C9 -1.868 -1.759 -4.003  0.00
F2 -2.322 -2.688 -3.159  0.00
F3 -0.693 -2.146 -4.484  0.00
S1 -1.659 -0.160 -3.108  0.01
O2 -0.807 -0.514 -1.975  0.05
O3 -1.146 0.751 -4.068  0.00
N2 -3.131 0.212 -2.690  0.00
S2 -3.780 -0.018 -1.304  0.05
O4 -3.013 -0.883 -0.398  0.13
O5 -4.293 1.188 -0.711  0.01
C10 -5.287 -1.015 -1.675  0.00
F4 -6.091 -0.326 -2.464  0.00
F5 -4.956 -2.158 -2.258  0.00
F6 -5.902 -1.271 -0.522  0.00
C11 2.999 4.228 -1.928  0.00
C12 1.892 5.276 -1.953  0.00
C13 1.165 5.285 -3.294  0.00
C14 0.932 5.101 -0.774  0.00
N3 0.282 3.790 -0.753  0.01
C15 0.607 2.677 -0.102  -0.03
N4 -0.248 1.745 -0.460  0.12
N5 -1.118 2.324 -1.313  0.00
N6 -0.806 3.544 -1.497  0.00
H12 3.738 4.437 -2.701  0.00
H13 2.595 3.232 -2.131  0.00
H14 3.518 4.206 -0.967  0.00
H15 2.340 6.262 -1.795  0.00
H16 0.718 4.314 -3.514  0.00
H17 1.866 5.516 -4.096  0.00
H18 0.369 6.030 -3.314  0.00
H19 0.133 5.839 -0.806  0.00
H20 1.461 5.199 0.175  0.00
H21 1.440 2.572 0.570  0.00
C16 0.259 -3.905 -1.764  0.03
C17 0.515 -4.133 -0.269  0.00
C18 -0.672 -3.653 0.569  0.03
C19 1.863 -3.557 0.089  0.12
C20 2.913 -4.413 0.319  -0.07
C21 4.211 -3.943 0.529  0.23
C22 4.491 -2.571 0.487  -0.04
C23 3.500 -1.652 0.277  0.16
C24 3.836 -0.183 0.195  0.00
C25 3.263 0.617 1.369  0.03
C26 3.447 0.429 -1.155  0.02
C27 2.125 -2.122 0.123  0.12
O6 1.194 -1.276 0.056  0.51
H22 -0.684 -4.368 -2.056  0.00
H23 1.055 -4.336 -2.372  -0.01
H24 0.197 -2.838 -1.978  -0.01
H25 0.608 -5.209 -0.105  0.00
H26 -1.056 -2.700 0.200  0.09
H27 -0.421 -3.556 1.627  -0.01
H28 -1.489 -4.371 0.481  0.00
H29 2.732 -5.480 0.319  0.00
H30 5.013 -4.649 0.701  0.00
H31 5.513 -2.235 0.613  0.01
H32 4.925 -0.126 0.276  0.00
H33 2.174 0.643 1.328  -0.01
H34 3.640 1.642 1.336  0.00
H35 3.561 0.188 2.327  0.00
H36 2.367 0.424 -1.303  0.00
H37 3.904 -0.121 -1.978  -0.01
H38 3.806 1.459 -1.205  0.00



# 3
Here is a molecular structure, C27H38IrN7O2PS2Sb from the OMol25 dataset. Energies are from ωB97M-V/def2-TZVPD.

E_HOMO (alpha / beta): -9.20 / -10.77 eV
E_LUMO (alpha / beta): -0.0826 / -0.1308 Ha
Orbital gap (alpha / beta): 7.0 / 7.2 eV
Relative energy (zero: lowest compared OMol25 entry of this formula, charge and spin): 10.3 kcal per mole
Maximum force: 0.38 eV Å⁻¹
Multiplicity: 6
Electronic energy: -3067.4274 a.u.
Net charge: +1

Each line ends with the Mulliken spin population.
Geometry (Å):
Ir1 0.001 -0.135 0.067  2.28
C1 0.260 -3.543 1.014  0.11
C2 -1.013 -2.936 1.525  -0.06
C3 -1.868 -3.749 2.269  0.01
C4 -3.061 -3.257 2.734  0.00
C5 -3.400 -1.953 2.400  0.00
C6 -2.516 -1.188 1.656  -0.01
N1 -1.317 -1.657 1.256  0.10
Sb1 -3.352 0.722 1.200  0.02
C7 -1.839 1.950 2.069  -0.01
C8 -2.275 3.096 2.713  0.00
C9 -1.346 3.909 3.345  0.00
C10 -0.034 3.495 3.360  0.00
C11 0.340 2.314 2.719  -0.01
C12 1.757 1.846 2.836  0.04
N2 -0.546 1.577 2.029  0.09
C13 -2.750 1.151 -0.796  0.00
C14 -3.794 1.635 -1.568  0.00
C15 -3.539 2.089 -2.852  0.00
C16 -2.243 2.042 -3.303  0.00
C17 -1.229 1.536 -2.493  -0.01
C18 0.158 1.484 -3.041  0.07
N3 -1.477 1.093 -1.246  0.05
H1 0.104 -4.608 0.840  0.00
H2 1.062 -3.441 1.746  -0.01
H3 0.602 -3.071 0.099  -0.04
H4 -1.572 -4.771 2.466  0.00
H5 -3.730 -3.876 3.317  0.00
H6 -4.353 -1.542 2.703  0.00
H7 -3.329 3.345 2.723  0.00
H8 -1.648 4.822 3.840  0.00
H9 0.722 4.062 3.885  0.00
H10 2.266 2.400 3.622  0.00
H11 2.304 1.987 1.903  0.00
H12 1.797 0.785 3.073  -0.02
H13 -4.798 1.660 -1.167  0.00
H14 -4.332 2.477 -3.476  0.00
H15 -1.985 2.396 -4.292  0.00
H16 0.243 2.144 -3.903  0.00
H17 0.398 0.470 -3.358  -0.02
H18 0.902 1.763 -2.303  -0.03
C19 5.693 -1.551 -1.717  0.00
C20 5.471 -0.078 -1.489  0.02
O1 4.628 0.109 -0.321  0.00
P1 3.117 0.592 -0.406  0.35
S1 2.038 -0.932 1.145  1.26
S2 2.036 -0.730 -1.568  0.64
O2 3.265 1.936 -1.320  0.10
C21 2.630 3.142 -0.845  0.02
C22 3.603 3.978 -0.050  0.01
H19 6.364 -1.692 -2.565  0.00
H20 4.752 -2.059 -1.931  0.00
H21 6.147 -2.010 -0.840  0.00
H22 5.009 0.414 -2.347  0.00
H23 6.403 0.439 -1.266  0.00
H24 1.742 2.885 -0.253  -0.02
H25 2.286 3.671 -1.734  0.00
H26 4.013 3.417 0.791  0.00
H27 3.101 4.864 0.344  0.00
H28 4.435 4.300 -0.675  0.00
C23 -0.395 -3.678 -5.430  0.00
C24 -1.564 -4.517 -4.924  0.00
C25 -2.903 -3.916 -5.332  0.00
C26 -1.474 -4.758 -3.421  0.00
N4 -1.503 -3.516 -2.640  0.00
C27 -0.503 -2.738 -2.238  -0.01
N5 -1.011 -1.699 -1.621  0.09
N6 -2.353 -1.865 -1.643  0.00
N7 -2.657 -2.948 -2.253  0.00
H29 -0.416 -3.608 -6.517  0.00
H30 0.570 -4.101 -5.145  0.00
H31 -0.448 -2.656 -5.044  0.00
H32 -1.484 -5.517 -5.363  0.00
H33 -3.034 -2.917 -4.911  0.00
H34 -3.740 -4.529 -4.998  0.00
H35 -2.963 -3.827 -6.417  0.00
H36 -0.539 -5.256 -3.162  0.00
H37 -2.300 -5.365 -3.055  0.00
H38 0.541 -2.930 -2.417  -0.01



Q: The lowest maximum force belongs to which entry?
A: C27H38F6IrN6O6S2



Q: Which of these has the lowest maximum force?
A: C27H38F6IrN6O6S2



Q: Which of these has the lowest maximum force?
A: C27H38F6IrN6O6S2